Record 1
{
  "formula": "C3H11N2",
  "method": "ωB97M-V/def2-TZVPD",
  "homo_ha": -0.5552,
  "homo_lumo_gap_ev": 10.9,
  "energy_ha": -230.16383,
  "multiplicity": 1,
  "total_charge": 1,
  "elements": ["C", "C", "H", "H", "H", "H", "H", "H", "N", "C", "N", "H", "H", "H", "H", "H"],
  "xyz": [[1.3529, 1.5878, -0.7356], [0.2089, 2.3603, -0.1459], [1.0129, 0.9278, -1.5328], [2.1516, 2.2104, -1.1348], [1.8714, 0.9519, -0.0113], [0.0193, 3.2569, -0.7291], [0.3820, 2.7388, 0.8612], [-0.7617, 1.8505, -0.0978], [0.0755, -1.2781, 0.1132], [-0.5708, -2.2358, 0.7375], [-1.8169, -2.5569, 0.5200], [-0.3352, -0.4480, -0.2983], [1.0768, -1.3375, -0.0103], [-0.0354, -2.7876, 1.5046], [-2.3027, -3.1454, 1.1822], [-2.3286, -2.0952, -0.2228]],
  "atomic_forces_ev_per_a": [[0.58, -0.81, 0.10], [-0.67, 0.95, 0.40], [0.07, 0.08, -0.34], [-0.22, 0.17, -0.11], [-0.15, -0.01, 0.18], [-0.10, 0.04, -0.22], [0.27, -0.17, 0.06], [0.21, -0.27, -0.11], [0.26, 0.03, -0.19], [0.18, 0.05, 0.06], [0.05, 0.59, 0.19], [-0.32, -0.35, -0.28], [0.04, 0.14, 0.55], [0.08, -0.24, -0.27], [-0.09, -0.07, -0.21], [-0.20, -0.13, 0.19]]
}

---

Record 2
{
  "formula": "C43H60BaCl3GeN5O5SSi3",
  "method": "ωB97M-V/def2-TZVPD",
  "homo_ha": [-0.0821, -0.1855],
  "homo_lumo_gap_ev": [4.2, 7.1],
  "s_squared": 0.7624,
  "energy_ha": -7074.42772,
  "multiplicity": 2,
  "total_charge": -1,
  "elements": ["Ba", "Cl", "C", "C", "C", "C", "C", "Cl", "C", "S", "H", "H", "H", "C", "O", "C", "C", "C", "C", "C", "C", "N", "C", "N", "C", "C", "C", "C", "C", "C", "O", "C", "N", "C", "C", "C", "C", "C", "C", "O", "C", "H", "H", "H", "H", "H", "H", "H", "H", "H", "H", "H", "H", "H", "H", "H", "H", "H", "H", "H", "H", "H", "H", "O", "H", "H", "Cl", "C", "Si", "C", "C", "Ge", "Si", "C", "C", "C", "Si", "C", "C", "C", "H", "H", "H", "H", "H", "H", "H", "H", "H", "H", "H", "H", "H", "H", "H", "H", "H", "H", "H", "H", "H", "H", "H", "H", "H", "H", "H", "N", "C", "O", "C", "C", "C", "N", "C", "C", "H", "H", "H", "H", "H", "H"],
  "xyz": [[0.7279, -0.6518, -1.5617], [3.2782, -2.5216, -3.0135], [3.3627, -4.1488, -2.3734], [4.3232, -4.9639, -2.9483], [4.4750, -6.2661, -2.5086], [3.6526, -6.7299, -1.4936], [2.7024, -5.8943, -0.9338], [1.7210, -6.5707, 0.3372], [2.5073, -4.5527, -1.3318], [1.3189, -3.5288, -0.5828], [4.9463, -4.5670, -3.7396], [5.2254, -6.9103, -2.9477], [3.7421, -7.7438, -1.1264], [0.5986, 6.1862, -3.4134], [0.2850, 6.7327, -2.1210], [1.2605, 6.5974, -1.1671], [1.9086, 7.7188, -0.6820], [2.8672, 7.5922, 0.3131], [3.1615, 6.3383, 0.8256], [2.4950, 5.2122, 0.3597], [1.5439, 5.3299, -0.6486], [0.7922, 4.2567, -1.1445], [1.1820, 2.9467, -1.3710], [2.5320, 2.7765, -1.4143], [3.4082, 1.7147, -0.9701], [3.0081, 0.4090, -0.7112], [4.0453, -0.4453, -0.2734], [5.3563, -0.0329, -0.0977], [5.7135, 1.2849, -0.3785], [4.7353, 2.1553, -0.8193], [4.9847, 3.4771, -1.1388], [6.2050, 4.0345, -0.6982], [0.2989, 2.0348, -1.6498], [-1.0668, 2.4182, -1.5076], [-1.6231, 2.5367, -0.2294], [-2.9378, 2.9184, -0.0382], [-3.7431, 3.1730, -1.1437], [-3.2097, 3.0679, -2.4142], [-1.8758, 2.7171, -2.6084], [-1.4219, 2.8270, -3.8942], [-0.6108, 1.7873, -4.4572], [0.5689, 6.9944, -4.1438], [-0.1379, 5.4283, -3.6834], [1.5928, 5.7364, -3.4175], [1.6502, 8.6848, -1.0971], [3.3796, 8.4700, 0.6851], [3.9009, 6.2297, 1.6089], [2.6970, 4.2405, 0.7931], [-0.1378, 4.4912, -1.4567], [3.0308, 3.6528, -1.4375], [3.8180, -1.4903, -0.0613], [6.1143, -0.7287, 0.2471], [6.7356, 1.6141, -0.2559], [7.0540, 3.6280, -1.2530], [6.3586, 3.8520, 0.3685], [6.1417, 5.1056, -0.8771], [-0.9843, 2.3181, 0.6181], [-3.3338, 3.0117, 0.9649], [-4.7839, 3.4443, -1.0165], [-3.8069, 3.2694, -3.2946], [-0.6097, 1.9674, -5.5298], [-1.0369, 0.8054, -4.2470], [0.4105, 1.8329, -4.0806], [1.7636, -0.9405, 2.0821], [1.9243, -1.7828, 1.6307], [2.1574, -0.2855, 1.4862], [-1.0796, -0.7488, 0.7634], [-1.9900, 0.0559, 5.7715], [-0.7373, 0.1205, 4.3724], [-0.8257, 1.7936, 3.5490], [0.9436, -0.1490, 5.1227], [-1.4844, -1.5274, 2.8416], [-0.6891, -3.7619, 3.1195], [1.1598, -3.9230, 3.2664], [-1.4798, -4.2056, 4.7696], [-1.3328, -4.8993, 1.8007], [-3.8682, -1.5019, 2.5718], [-4.3980, 0.2150, 2.0770], [-4.8148, -1.9525, 4.1319], [-4.3650, -2.6924, 1.2258], [-1.7105, 0.7527, 6.5680], [-2.0408, -0.9489, 6.2052], [-2.9947, 0.3165, 5.4261], [-0.7621, 2.5944, 4.2923], [-1.7647, 1.9080, 2.9976], [-0.0041, 1.9209, 2.8376], [1.1109, 0.5863, 5.9167], [1.7330, -0.0632, 4.3752], [1.0176, -1.1495, 5.5600], [1.6173, -3.0638, 3.7640], [1.5967, -4.0233, 2.2671], [1.4007, -4.8262, 3.8370], [-1.1123, -3.5689, 5.5821], [-1.2570, -5.2454, 5.0294], [-2.5677, -4.0956, 4.7253], [-0.9219, -4.6250, 0.8238], [-2.4210, -4.8856, 1.7387], [-1.0105, -5.9225, 2.0215], [-4.1877, 0.9453, 2.8663], [-5.4759, 0.2242, 1.8819], [-3.8847, 0.5369, 1.1681], [-4.7015, -1.1973, 4.9142], [-4.5006, -2.9138, 4.5476], [-5.8780, -2.0271, 3.8827], [-3.7283, -2.6081, 0.3400], [-5.3942, -2.4865, 0.9167], [-4.3216, -3.7246, 1.5787], [-4.5753, -4.5795, -5.2160], [-4.7727, -3.5609, -4.2675], [-5.9165, -3.3736, -3.8301], [-3.6263, -2.7831, -3.8958], [-3.7483, -1.7727, -2.8906], [-2.6595, -1.0557, -2.5029], [-1.3907, -1.2267, -3.0079], [-1.2854, -2.1649, -3.9962], [-2.3158, -2.9295, -4.4584], [-5.3604, -5.2107, -5.2350], [-3.6837, -5.0474, -5.1909], [-4.7173, -1.5961, -2.4423], [-2.7589, -0.2798, -1.7447], [-0.2903, -2.2867, -4.4235], [-2.1173, -3.6304, -5.2603]],
  "atomic_forces_ev_per_a": [[-0.09, -0.97, -0.46], [-0.14, 0.01, 0.04], [0.04, -0.01, -0.01], [0.00, 0.05, -0.06], [-0.02, -0.02, 0.05], [-0.01, -0.01, -0.01], [0.04, 0.02, -0.01], [0.01, 0.05, -0.01], [-0.02, 0.04, 0.08], [0.12, -0.17, 0.10], [-0.03, -0.01, 0.03], [-0.02, 0.01, 0.00], [-0.01, 0.03, 0.00], [0.00, -0.01, 0.06], [-0.03, 0.01, -0.15], [0.03, 0.06, -0.06], [-0.02, 0.04, 0.01], [0.02, 0.00, 0.00], [-0.01, -0.08, -0.01], [0.04, 0.02, 0.12], [-0.01, -0.10, -0.02], [0.01, -0.02, 0.02], [0.09, 0.11, -0.23], [0.02, -0.11, 0.15], [-0.10, 0.08, -0.06], [0.71, 0.72, 0.34], [0.00, 0.13, 0.02], [0.00, -0.01, -0.05], [-0.06, -0.08, 0.03], [0.07, -0.01, -0.03], [0.06, 0.11, 0.05], [-0.07, -0.04, -0.04], [0.18, 0.45, 0.30], [0.11, -0.02, 0.14], [-0.01, -0.14, -0.03], [-0.03, 0.00, -0.06], [0.02, -0.04, 0.03], [-0.04, 0.02, 0.01], [0.03, 0.03, -0.11], [0.19, -0.04, -0.12], [-0.12, 0.04, 0.07], [0.00, 0.03, 0.01], [-0.01, 0.00, 0.02], [-0.02, 0.00, 0.01], [0.00, -0.02, -0.01], [-0.01, -0.01, 0.00], [-0.01, -0.01, -0.01], [0.01, 0.01, -0.03], [-0.04, 0.00, 0.03], [0.03, 0.01, -0.01], [-0.02, 0.04, -0.02], [-0.02, 0.02, -0.01], [0.01, 0.00, 0.00], [0.02, -0.02, -0.02], [0.00, 0.00, 0.02], [-0.03, 0.01, -0.02], [-0.01, 0.00, -0.01], [0.00, -0.03, -0.01], [0.04, 0.01, 0.00], [0.02, -0.01, 0.02], [-0.03, 0.01, -0.01], [-0.01, -0.01, 0.03], [0.04, 0.03, 0.01], [0.12, -0.03, 0.04], [-0.02, 0.00, -0.03], [0.06, -0.01, -0.10], [-0.49, 0.01, 0.41], [-0.15, -0.06, 0.07], [-0.04, 0.11, 0.05], [-0.01, 0.16, -0.17], [0.20, -0.15, 0.02], [-0.08, -0.26, -0.09], [0.04, -0.02, 0.01], [0.20, 0.09, 0.00], [-0.10, 0.07, 0.15], [-0.04, -0.04, -0.18], [-0.07, -0.05, 0.02], [-0.01, 0.28, -0.02], [0.07, -0.06, 0.17], [0.07, -0.10, -0.13], [-0.02, -0.03, -0.02], [-0.01, 0.08, 0.00], [0.06, 0.01, 0.03], [0.01, -0.02, -0.03], [0.05, 0.02, 0.05], [-0.05, -0.03, 0.04], [0.01, -0.04, -0.02], [-0.04, 0.00, 0.01], [0.00, 0.07, 0.03], [-0.02, -0.06, -0.01], [-0.02, 0.00, 0.08], [0.01, 0.02, -0.05], [-0.02, -0.06, -0.05], [0.00, 0.05, -0.01], [0.07, -0.05, 0.03], [-0.02, -0.05, 0.07], [-0.02, -0.02, 0.00], [-0.02, 0.04, -0.03], [-0.03, -0.03, -0.06], [0.06, 0.02, 0.01], [-0.02, -0.01, 0.02], [-0.02, -0.05, -0.04], [-0.06, 0.05, -0.03], [0.03, 0.01, 0.02], [-0.05, 0.00, 0.04], [0.02, -0.02, 0.00], [-0.02, 0.00, -0.04], [0.00, 0.01, -0.09], [-0.02, 0.00, 0.04], [0.02, 0.02, -0.02], [0.08, 0.05, 0.03], [0.02, -0.06, -0.10], [0.13, 0.02, -0.07], [-0.59, -0.09, -0.40], [-0.08, 0.06, 0.11], [-0.11, 0.02, 0.06], [-0.01, -0.03, 0.03], [0.02, -0.01, 0.02], [0.01, 0.02, -0.02], [-0.01, -0.05, -0.01], [-0.03, -0.04, 0.01], [-0.01, 0.02, 0.01]]
}

---

Please write out number 1 again, unchanged.
{
  "formula": "C3H11N2",
  "method": "ωB97M-V/def2-TZVPD",
  "homo_ha": -0.5552,
  "homo_lumo_gap_ev": 10.9,
  "energy_ha": -230.16383,
  "multiplicity": 1,
  "total_charge": 1,
  "elements": ["C", "C", "H", "H", "H", "H", "H", "H", "N", "C", "N", "H", "H", "H", "H", "H"],
  "xyz": [[1.3529, 1.5878, -0.7356], [0.2089, 2.3603, -0.1459], [1.0129, 0.9278, -1.5328], [2.1516, 2.2104, -1.1348], [1.8714, 0.9519, -0.0113], [0.0193, 3.2569, -0.7291], [0.3820, 2.7388, 0.8612], [-0.7617, 1.8505, -0.0978], [0.0755, -1.2781, 0.1132], [-0.5708, -2.2358, 0.7375], [-1.8169, -2.5569, 0.5200], [-0.3352, -0.4480, -0.2983], [1.0768, -1.3375, -0.0103], [-0.0354, -2.7876, 1.5046], [-2.3027, -3.1454, 1.1822], [-2.3286, -2.0952, -0.2228]],
  "atomic_forces_ev_per_a": [[0.58, -0.81, 0.10], [-0.67, 0.95, 0.40], [0.07, 0.08, -0.34], [-0.22, 0.17, -0.11], [-0.15, -0.01, 0.18], [-0.10, 0.04, -0.22], [0.27, -0.17, 0.06], [0.21, -0.27, -0.11], [0.26, 0.03, -0.19], [0.18, 0.05, 0.06], [0.05, 0.59, 0.19], [-0.32, -0.35, -0.28], [0.04, 0.14, 0.55], [0.08, -0.24, -0.27], [-0.09, -0.07, -0.21], [-0.20, -0.13, 0.19]]
}